1.
24
Properties=species:S:1:pos:R:3:lowdin_charge:R:1 method="wB97M-V/def2-TZVPD" de_lowest_kj_mol=138.76 lumo_ev=-3.0 energy_ha=-405.0673 charge=+1 orbital_gap_ev=10.831
O 1.6801 0.9545 -1.8285 -0.049
O 0.1401 3.2455 -0.8700 -0.076
N 1.5092 -0.9365 0.0690 0.192
C -0.9084 -0.5689 0.0118 -0.167
C 0.1005 -2.8411 -0.4194 0.122
C -1.0351 0.3583 1.2503 -0.234
C -2.2132 -0.1154 2.1563 -0.094
C 0.1791 -1.5773 -0.0351 -0.298
H 1.2031 1.8000 -1.6839 0.036
H -1.3198 1.4245 1.0917 0.107
H -3.1652 0.3523 1.8365 0.090
H 2.2801 -1.5925 -0.0053 0.160
H -0.7761 -3.4680 -0.3682 0.088
H 1.7664 -0.6798 1.0292 0.165
H -0.0490 0.4578 1.6927 0.082
H -1.8754 -1.1186 0.0725 0.121
H 0.3064 3.5356 0.0755 0.091
H -2.3619 -1.1793 2.1415 0.064
H 1.6685 -0.0507 -0.5397 0.122
H 0.9417 -3.4664 -0.7291 0.086
H 2.5299 1.3341 -2.1383 0.098
H -2.0690 0.2775 3.1605 0.073
H -1.0602 0.0104 -0.9529 0.149
H -0.0095 4.0927 -1.3281 0.070


2.
265
Properties=species:S:1:pos:R:3:lowdin_charge:R:1 method="wB97M-V/def2-TZVPD" de_lowest_kj_mol=0.00 lumo_ev=-5.2 energy_ha=-5293.3875 charge=+4 orbital_gap_ev=8.571
O 2.3784 2.2529 -4.6092 -0.066
O -1.4689 -10.4088 7.1312 -0.225
O -3.2761 0.8763 -0.5181 -0.063
O -2.4978 -2.3372 -2.4592 -0.047
O -4.4062 2.1095 0.9429 -0.058
O 9.8809 -0.2428 -2.6108 -0.213
O 0.6875 -11.1921 11.1037 -0.205
O -2.6159 -4.8440 -4.8718 -0.193
O -3.2050 1.9378 -5.9460 -0.195
O -0.3909 1.2484 -2.2118 -0.217
O -2.6859 -3.4189 2.5045 -0.060
O 2.4853 2.2864 0.4816 -0.047
O 2.0128 -1.8852 -3.9901 -0.209
O 2.2428 2.2057 2.6194 -0.030
O 4.1165 1.4786 -5.6077 -0.041
O -2.5080 1.0922 1.4866 -0.035
O -4.5537 3.9327 -3.0877 -0.201
O 0.8795 -2.6041 -0.3497 -0.196
O 4.2303 2.2859 1.8075 -0.077
O -2.4369 -0.8687 -4.0531 -0.014
O -4.3049 -1.2464 -3.0083 -0.022
O -6.4569 -1.9660 1.0918 -0.202
O 3.7663 3.5940 -5.5078 -0.046
O -1.7224 -5.1261 1.5195 -0.060
O -3.1085 -5.4958 3.1538 -0.071
O 5.8789 3.3257 -1.8203 -0.179
N -0.6684 -0.4661 -0.3922 0.076
N -3.4435 1.3180 0.6584 -0.507
N 2.9577 2.2609 1.6403 -0.570
N -2.4672 -4.6639 2.4281 -0.559
N 0.5253 -10.9348 8.5534 0.038
N 1.7990 6.0239 -8.1813 -0.269
N 3.4423 2.4346 -5.2288 -0.632
N 4.9196 2.7514 5.7906 -0.285
N -5.8857 -4.8416 0.9649 -0.234
N -3.1087 -1.4868 -3.2035 -0.543
N -2.4483 4.5676 3.1076 -0.258
N -4.8334 1.2392 -3.6592 0.022
N 7.7082 1.4323 -2.8515 0.034
N -0.2438 -2.9751 -4.7031 0.094
C 1.0582 -0.9174 -4.3469 -0.225
C 4.8037 1.4227 5.0229 -0.117
C 3.4841 0.7412 5.3343 -0.174
C 0.8279 5.3791 -9.2129 -0.049
C 3.1150 5.4166 -8.4238 -0.103
C -2.6185 5.8907 5.3580 -0.193
C 1.2608 3.8709 -9.2020 -0.123
C -0.9553 5.0610 1.2350 -0.115
C 2.7952 3.9672 -8.9981 -0.100
C 3.7753 3.5780 5.4554 0.000
C 0.1595 -11.6889 12.2980 -0.078
C -1.2129 3.7568 3.2696 -0.109
C -5.8674 3.4030 -2.9050 -0.167
C 9.8111 0.6820 -3.6732 -0.230
C 2.9799 -1.2938 -3.1478 -0.068
C -2.7757 -9.8445 6.9507 -0.044
C 0.8601 -10.1553 7.3465 -0.102
C -5.0086 -3.7840 0.2473 -0.047
C 1.5396 5.8786 -4.3042 -0.228
C 5.0550 2.6919 7.2290 -0.142
C -4.6325 1.9233 -6.0386 -0.199
C 3.3025 -0.3810 4.2942 -0.268
C -2.4494 4.8330 1.6067 -0.082
C -5.2560 -6.2111 0.6868 -0.150
C 2.2112 6.2441 -5.6253 -0.187
C 1.3960 5.5923 -6.7345 -0.097
C -1.9102 -4.3365 -5.9589 -0.239
C -5.0016 -6.6774 -0.7609 -0.036
C -7.2669 -4.6890 0.3524 -0.142
C -0.8809 -1.5305 0.7376 -0.053
C 1.3652 -12.2237 10.4031 -0.169
C 0.1886 -1.6171 -5.3725 -0.051
C -0.2264 1.8465 -0.9128 -0.167
C -2.2069 5.8812 3.8961 -0.105
C 6.6635 4.2860 6.4748 -0.125
C 1.5182 -3.8472 -0.6620 -0.051
C 4.9711 4.1157 -1.1542 -0.101
C 5.7039 3.9958 7.6627 -0.122
C -0.1478 4.2107 2.2510 -0.108
C -0.7093 2.1916 -3.2098 -0.070
C -5.7946 -4.6219 2.4013 0.009
C -6.4558 -1.0411 2.1406 -0.089
C 8.3477 0.9079 -4.0127 -0.125
C -2.2961 7.2598 7.3956 -0.102
C 6.2417 3.4231 5.3006 -0.045
C 1.9009 7.5129 -8.2861 0.025
C -3.9599 -4.4671 -4.6866 -0.075
C 2.7592 -1.6906 4.7876 -0.113
C 6.2292 1.2847 -2.9966 -0.054
C -3.6573 3.8527 3.5856 0.019
C -5.1665 -2.3602 0.7844 -0.221
C 5.5041 1.9886 -1.8129 -0.191
C 0.1011 0.7076 0.0685 -0.124
C -5.0778 0.9074 -5.0627 -0.125
C -0.4206 -9.4903 6.8789 -0.197
C 1.7198 -11.6819 9.0210 -0.054
C -8.3333 -5.6843 0.8648 -0.045
C -3.9723 4.4204 -1.8628 -0.070
C -2.6741 2.9825 -6.7523 -0.086
C -2.1428 7.2724 5.8726 -0.247
C -0.3672 -2.8016 0.1908 -0.286
C -5.7113 1.8719 -2.6554 -0.088
C 11.2099 -0.8296 -2.5782 -0.058
C 0.0629 6.2644 -4.2139 -0.106
C -0.4540 -4.1861 -5.6062 -0.081
H -0.2357 -11.5308 8.2009 0.180
H 4.7585 1.6584 3.9787 0.087
H 5.9337 1.7610 -3.9464 0.129
H -5.1141 1.6481 -1.7416 0.108
H -4.6719 -7.6879 -0.6356 0.087
H 5.7009 0.7822 5.0538 0.152
H 0.3191 5.8644 -6.6265 0.121
H 11.9825 -0.0074 -2.4775 0.113
H 0.7312 -13.0623 10.4169 0.116
H 5.5458 1.6016 -0.8430 0.110
H -4.7810 -4.3681 2.6066 0.060
H 3.2855 3.2290 -8.3508 0.116
H 11.3080 -1.4758 -3.4607 0.097
H 1.7036 -9.4418 7.4872 0.159
H -0.6192 -8.5882 7.5243 0.149
H -4.6462 0.3047 -3.2082 0.090
H -2.0554 -5.0798 -6.8265 0.166
H -5.9120 -6.6589 -1.3041 0.063
H 2.5042 -3.5133 -0.8985 0.076
H 6.1924 3.8166 8.5927 0.111
H 0.9180 -4.3247 -1.4747 0.105
H 5.9550 3.9049 4.3468 0.146
H -7.5068 -0.7932 2.2974 0.099
H 6.6828 5.3322 6.2695 0.107
H 1.0558 7.9513 -7.8176 0.099
H -7.6436 -3.6878 0.5099 0.121
H 1.4456 4.4591 -6.7278 0.147
H -6.5646 -3.9593 2.7193 0.109
H 2.2319 -12.4807 10.9781 0.136
H -0.2168 6.9499 -5.0474 0.078
H -6.6869 1.3062 -2.5967 0.159
H -0.4323 -10.8656 12.7340 0.115
H -5.9337 -7.0031 1.0251 0.118
H 2.8451 3.1772 5.7876 0.097
H -7.1285 -4.9397 -0.7021 0.118
H 11.2248 -1.4121 -1.6131 0.108
H -1.1727 2.3584 -0.5984 0.114
H 3.1934 3.8459 -9.9711 0.096
H -4.3709 -6.3071 1.3040 0.109
H -6.1151 0.6643 -5.1619 0.138
H -4.7405 -1.7288 0.0162 0.120
H 7.8703 -0.0962 -4.1860 0.163
H -0.6719 -0.9656 -5.5276 0.109
H 0.5966 -3.2405 -4.1593 0.148
H -1.6000 2.7395 -6.8507 0.092
H -3.5810 3.6365 -1.1914 0.068
H -4.4910 -4.4235 -5.6345 0.090
H 3.5131 -2.4134 5.1238 0.073
H -4.5720 -2.2231 1.7023 0.103
H -0.4846 -12.5785 12.1576 0.110
H -2.7032 -8.7474 6.8993 0.100
H 1.4799 -0.0217 -4.8978 0.136
H -3.1121 4.9460 -2.2630 0.087
H -0.2235 -1.2734 1.6071 0.147
H 0.6204 2.5549 -0.9651 0.120
H -6.4762 3.5348 -3.8152 0.127
H 1.9559 -12.4414 8.3613 0.122
H 2.6600 -0.0001 3.5187 0.080
H 0.7647 3.3830 -8.3667 0.092
H -7.9761 -6.7188 0.9038 0.072
H 3.5866 0.2854 6.3646 0.132
H -3.9796 -3.4115 -4.2215 0.085
H -5.9224 -1.3923 3.0606 0.115
H -0.8854 4.7812 0.1920 0.099
H -2.2106 -3.3337 -6.2516 0.125
H -1.1733 6.0586 3.7621 0.105
H 3.6132 5.3792 -7.4610 0.098
H -3.6599 3.3528 4.4878 0.091
H 0.7944 -1.8466 -6.2422 0.133
H 4.9642 4.7967 7.8679 0.127
H 3.9667 3.6656 -1.2741 0.087
H 2.7963 7.8338 -7.7815 0.106
H 0.5701 4.8869 2.7332 0.115
H 0.1207 -10.4111 9.3164 0.167
H 3.0946 -0.2931 -3.6114 0.083
H 8.1491 1.5325 -4.8627 0.148
H 4.4379 1.9435 -2.0585 0.121
H -0.6335 1.7418 -4.1775 0.083
H 2.6078 1.3609 5.3886 0.095
H -3.6623 5.7580 5.5882 0.117
H -1.9773 8.1531 7.8748 0.064
H 3.2620 5.8986 -5.7338 0.106
H -3.1512 2.9746 -7.6974 0.076
H -5.9594 -5.5738 2.8663 0.111
H 1.1608 0.4077 0.0717 0.126
H -1.5922 6.4950 7.7563 0.077
H 5.2436 4.1157 -0.1090 0.082
H 0.9593 -11.9695 12.8866 0.071
H -0.4051 -3.5702 0.9478 0.095
H -2.8686 3.8933 1.1814 0.104
H 0.3449 3.3091 1.7994 0.095
H 1.1472 -10.9523 6.6452 0.148
H -1.9365 -1.5117 1.0557 0.117
H 4.1763 -0.5866 3.6449 0.124
H 0.9534 3.4340 -10.1176 0.104
H -4.4389 4.5863 3.5656 0.111
H -0.1338 -0.8579 -1.1141 0.105
H -1.0057 -2.8281 -4.0504 0.115
H -3.9349 -4.0708 0.4154 0.138
H 7.7117 4.1243 6.7450 0.126
H 0.1486 -4.1839 -6.5226 0.143
H -8.6693 -5.4678 1.8858 0.084
H -3.3955 -10.1872 7.8050 0.105
H -0.0908 3.0820 -3.0949 0.084
H 2.2734 7.3070 -5.6531 0.103
H 4.0694 2.4866 7.6639 0.143
H 3.7871 3.6999 4.3845 0.102
H 10.3569 0.3315 -4.5922 0.148
H -3.2264 -10.3202 6.1126 0.082
H -3.9551 1.8000 -3.6093 0.159
H -3.3250 6.9497 7.6681 0.092
H -4.6324 5.0582 -1.3400 0.080
H 0.4553 -0.5812 -3.4635 0.126
H 2.0274 -1.5323 5.6066 0.084
H -1.6964 2.5309 -2.9667 0.068
H -0.7677 6.1132 1.2956 0.103
H 5.6808 1.7606 7.4145 0.170
H -5.2495 -3.8643 -0.8215 0.130
H -0.2033 5.5710 -8.8377 0.136
H -0.7573 5.5114 -4.3014 0.071
H 2.4865 -10.9344 9.0711 0.137
H 10.3501 1.5876 -3.4485 0.126
H 1.5662 -4.5565 0.1550 0.093
H 7.9701 2.3950 -2.6506 0.189
H -9.1699 -5.5928 0.1645 0.092
H -5.0313 2.8982 -5.7072 0.132
H -4.9475 1.6110 -7.0474 0.148
H -1.5473 2.7167 3.0249 0.133
H -0.2684 -5.0173 -4.9058 0.142
H -3.1572 5.6251 1.3843 0.132
H -0.1249 0.9423 1.1145 0.111
H -6.0283 -0.1054 1.7741 0.078
H 3.7793 5.9163 -9.1828 0.158
H 2.2809 -2.2638 3.9635 0.077
H -0.9271 3.8073 4.2752 0.112
H 1.9034 7.8116 -9.3267 0.111
H -1.5547 -0.0711 -0.7781 0.125
H -6.4230 3.8615 -2.0733 0.133
H -4.4812 -0.0266 -5.2467 0.138
H -0.3542 -9.2876 5.8139 0.139
H -1.0627 7.3659 5.6088 0.121
H 3.8133 -1.9584 -3.1036 0.085
H -4.2479 -6.0632 -1.2374 0.072
H -0.1164 6.7084 -3.2671 0.053
H -1.1171 -3.0805 -0.6158 0.134
H 0.9541 5.9233 -10.1672 0.140
H -2.8182 6.6669 3.3105 0.170
H -3.9288 3.0926 2.8170 0.088
H -2.7294 8.0991 5.4673 0.117
H 7.9742 0.8412 -2.0564 0.182
H -4.4190 -5.2004 -3.9898 0.098
H 3.9729 4.5780 5.8600 0.122
H 2.0128 6.4046 -3.4448 0.127
H -2.0680 5.1028 5.8450 0.112
H 5.0225 5.1356 -1.5244 0.095
H 6.1292 0.2010 -3.0272 0.135
H 1.6366 4.8412 -4.1698 0.063
H 2.5914 -1.2199 -2.1062 0.091
H -2.8008 3.9571 -6.2978 0.086
H 6.8938 2.5996 5.0539 0.124


3.
16
Properties=species:S:1:pos:R:3:lowdin_charge:R:1 method="wB97M-V/def2-TZVPD" de_lowest_kj_mol=0.00 lumo_ev=-12.3 energy_ha=-2071.8489 charge=+2 orbital_gap_ev=1.871
Y 2.4829 4.0904 2.8185 1.924
Cl -3.2288 -4.0652 2.0813 0.492
Cl -3.0971 -5.1429 -0.6351 0.540
Cl 1.9273 4.0435 -3.7188 0.563
Cl 3.4066 3.0743 -1.4033 0.440
O 0.7721 1.4241 1.5624 -0.206
C 1.9110 2.8735 -2.4066 -0.991
C -2.3757 -4.0419 0.5187 -1.064
C -0.0329 0.2453 1.3538 -0.116
H -0.5284 0.3390 0.3875 0.119
H -0.8364 0.1341 2.0820 0.114
H -1.3050 -4.2098 0.6348 0.028
H 0.5495 -0.6760 1.3643 0.091
H 1.0133 3.0518 -1.8146 0.020
H -2.5168 -3.0501 0.0890 0.006
H 1.8585 1.9101 -2.9138 0.039


4.
25
Properties=species:S:1:pos:R:3:lowdin_charge:R:1 method="wB97M-V/def2-TZVPD" de_lowest_kj_mol=189.83 lumo_ev=0.4 energy_ha=-709.4954 orbital_gap_ev=7.725
P -1.1164 0.6467 0.0603 0.621
O -1.7242 1.2668 -1.1216 -0.385
N -1.2314 1.7201 1.3317 -0.091
C -2.2381 -0.7736 0.4517 -0.368
C 1.7931 -0.2352 1.3135 -0.119
C 1.9114 1.5521 -0.6244 -0.111
C -2.3453 -1.7619 -0.6861 -0.166
C 1.5110 -0.9181 -1.2312 -0.114
C 1.5363 0.1140 -0.1475 -0.423
H 1.3348 0.6135 1.8598 0.052
H 2.9498 1.5695 -0.9980 0.074
H 1.0575 1.9327 -1.2814 0.086
H 0.9505 -1.7808 -1.0225 0.036
H -1.3178 -2.2720 -0.7989 0.092
H -1.9822 -1.3247 1.3911 0.078
H 2.9597 -0.2732 1.4043 0.114
H 2.5278 -1.3221 -1.3923 0.095
H -3.2119 -0.1968 0.6784 0.108
H 1.2950 -1.2089 1.5777 0.085
H -0.9475 1.5942 2.2359 0.000
H -3.2612 -2.2833 -0.5741 0.054
H 2.0837 2.3103 0.1924 0.077
H 1.0248 -0.5095 -2.0954 0.078
H -2.5301 -1.1488 -1.5665 0.057
H -1.0294 2.6890 1.0431 0.070


5.
24
Properties=species:S:1:pos:R:3:lowdin_charge:R:1 method="wB97M-V/def2-TZVPD" de_lowest_kj_mol=424.48 lumo_ev=-7.4 energy_ha=-455.3072 charge=+2 orbital_gap_ev=9.693
N 0.1603 -3.2819 2.3823 -0.033
N -0.1946 1.3004 -1.5319 0.156
N -1.7161 -1.6588 3.8947 0.147
N -0.3074 -2.0251 2.0205 0.008
C -0.1273 2.0791 -2.6996 -0.388
C 1.1215 1.5614 -3.4049 -0.027
C 1.4095 -3.5333 2.3148 0.161
C -1.3150 -1.4858 2.7026 -0.274
C -0.1763 0.6718 -0.5768 0.346
C -0.0691 3.5279 -2.2859 -0.026
H 0.9685 0.4849 -3.5753 0.103
H 2.1068 -2.7375 2.0505 0.123
H -1.0552 1.8486 -3.4009 0.218
H 0.4428 4.0475 -3.1126 0.109
H -0.9406 4.1006 -2.1130 0.079
H -0.5695 -4.0013 2.4174 0.193
H 0.0592 0.1131 0.2651 0.091
H 1.6461 -4.6576 2.1379 0.165
H -1.1939 -2.2640 4.6360 0.192
H 1.3347 1.9530 -4.3706 0.092
H -2.3892 -0.9656 4.3439 0.177
H 0.6447 3.6628 -1.4342 0.114
H 1.9917 1.8363 -2.8168 0.101
H -1.8317 -0.5766 2.1565 0.173


6.
62
Properties=species:S:1:pos:R:3:lowdin_charge:R:1 method="wB97M-V/def2-TZVPD" de_lowest_kj_mol=7.44 lumo_ev=-2.4 energy_ha=-1919.5042 orbital_gap_ev=3.956
F -4.3735 5.5749 3.2963 0.131
F -3.1551 4.1680 4.4873 0.103
F -3.8475 3.5902 2.4753 0.112
F 1.0632 -5.1560 1.5927 0.107
F 1.3955 -7.3381 1.6979 0.122
F -0.6112 -6.5080 2.1010 0.097
O 1.5902 -0.3434 -3.8043 -0.089
O 2.1445 -2.0061 -2.4731 -0.056
N -1.0573 -5.6609 -0.4470 -0.175
N -1.0890 4.0992 2.7078 -0.164
N 2.1606 -0.7635 -2.7483 -0.419
C 3.5718 2.3671 -1.2946 -0.059
C -0.2207 4.1283 3.8579 -0.049
C -0.7436 3.3586 0.4107 0.008
C 0.1332 -6.4632 -0.1445 -0.041
C -0.8163 -3.6820 -1.8755 0.022
C -2.3085 -6.3777 -0.4665 -0.057
C -0.7890 0.9649 -0.1049 -0.185
C 3.8211 3.6970 -1.6094 -0.111
C 3.1225 3.2827 -3.8979 -0.090
C 0.5085 -6.3828 1.3045 -0.537
C -2.0941 5.1557 2.6251 -0.042
C -1.1779 1.7370 2.1788 0.016
C -1.0763 -3.4295 0.5240 0.008
C 2.8825 1.9434 -3.5938 -0.033
C -0.6752 -2.3210 -2.0036 0.001
C -3.3804 4.6538 3.2165 -0.535
C -0.5696 2.3282 -0.4868 0.010
C -0.5254 -0.0585 -1.0472 0.088
C 3.5767 4.1728 -2.9104 -0.109
C -0.7626 -2.0950 0.4123 -0.004
C 3.0350 1.4696 -2.2645 -0.217
C 2.7069 0.1398 -1.8748 -0.033
C -1.3051 0.7615 1.2139 -0.003
C -0.9977 3.0862 1.7813 -0.231
C -1.0036 -4.2828 -0.6038 -0.220
C -0.6617 -1.4570 -0.8593 -0.178
H -2.7128 -6.4918 0.5528 0.084
H -1.3538 -3.8619 1.4866 0.124
H 4.2096 4.3663 -0.8417 0.094
H 0.7235 3.6190 3.6192 0.103
H -0.5936 -1.5329 1.3284 0.104
H -1.7530 5.9954 3.2394 0.141
H -0.0152 5.1729 4.1236 0.094
H 2.9961 -0.2566 -0.9025 0.120
H -3.0429 -5.8264 -1.0687 0.096
H 3.7840 1.9505 -0.3063 0.104
H -0.6799 3.6199 4.7190 0.085
H -0.2848 0.2770 -2.0600 0.122
H -0.7770 -4.3367 -2.7466 0.129
H -2.2817 5.4164 1.5772 0.143
H 0.9850 -6.0791 -0.7226 0.153
H -0.3061 2.5319 -1.5268 0.130
H -1.8293 -0.1581 1.4690 0.111
H -0.1112 -7.5078 -0.3591 0.138
H -2.1468 -7.3732 -0.8972 0.088
H -1.2988 1.5069 3.2403 0.129
H -0.6308 4.4018 0.1134 0.122
H -0.5929 -1.8693 -2.9904 0.119
H 2.9485 3.6185 -4.9201 0.098
H 2.5507 1.2372 -4.3500 0.090
H 3.7422 5.2264 -3.1500 0.092


7.
26
Properties=species:S:1:pos:R:3:lowdin_charge:R:1 method="wB97M-V/def2-TZVPD" de_lowest_kj_mol=73.57 lumo_ev=1.0 energy_ha=-390.6079 smiles=Cc1ccccc1.CCC orbital_gap_ev=10.025
C 0.2385 -1.3363 -0.9802 -0.042
C 2.2255 2.2749 0.0933 -0.123
C -0.0509 -0.2069 -1.7777 -0.117
C 0.7916 2.0485 0.6005 -0.295
C -1.3329 0.2535 -1.9065 -0.114
C -2.4480 -0.3859 -1.3002 -0.069
C -0.8515 -1.8858 -0.3352 -0.276
C 0.8753 1.2001 1.8939 -0.121
C -0.6504 -2.9858 0.7033 -0.063
C -2.1892 -1.4274 -0.4389 -0.050
H 1.3990 0.2577 1.7313 0.066
H 1.3140 1.8554 2.6461 0.069
H -0.1009 0.8752 2.2360 0.058
H 0.1906 1.5278 -0.1340 0.051
H 0.7812 0.3166 -2.2367 0.104
H 1.1857 -1.8222 -0.8587 0.106
H -1.5437 1.1811 -2.4253 0.102
H -1.1261 -2.7179 1.6489 0.076
H 2.9465 2.2762 0.9152 0.061
H 2.4137 3.2675 -0.3230 0.066
H -3.3808 0.0395 -1.6291 0.097
H 0.3064 2.9992 0.8307 0.098
H 2.5429 1.4083 -0.4924 0.064
H -2.8941 -1.9737 0.1710 0.107
H 0.3955 -3.1072 1.0074 0.073
H -1.0379 -3.9323 0.3604 0.072


no.,M (g mol⁻¹)
1,122.2
2,1554.1
3,289.8
4,149.2
5,142.2
6,525.5
7,136.2